26
Properties=species:S:1:pos:R:3:mulliken_charge:R:1 method="wB97M-V/def2-TZVPD" homo_energy_ev=-14.313 e_above_lowest_kcal_mol=44.5 total_charge=+1
C 1.353 1.237 1.076 -1.293
C 0.440 0.096 0.647 0.287
C 0.011 0.165 -0.798 -0.533
C 1.094 -0.539 -1.619 -0.843
C 1.367 -2.017 -1.304 -0.315
C 0.131 -2.770 -1.735 -1.147
N -0.845 0.222 1.386 -0.242
H 0.760 2.232 0.909 0.354
H 2.292 1.346 0.329 0.268
H 1.685 1.264 2.147 0.426
H 0.896 -0.917 0.992 0.124
H 0.069 1.150 -1.205 0.305
H -1.012 -0.372 -0.998 0.315
H 0.886 -0.261 -2.733 0.377
H 2.084 0.015 -1.558 0.317
H 1.476 -2.179 -0.175 0.136
H 2.333 -2.288 -1.658 0.444
H -0.786 -2.506 -1.195 0.259
H -0.125 -2.560 -2.851 0.264
H 0.379 -3.783 -1.683 0.418
H -0.569 0.262 2.324 0.355
H -1.558 -0.547 1.160 0.362
H -1.400 1.011 1.071 0.353
H -3.382 4.515 2.890 0.335
H -4.262 3.468 2.310 0.330
O -3.318 3.755 2.271 -0.656



141
Properties=species:S:1:pos:R:3:mulliken_charge:R:1 method="wB97M-V/def2-TZVPD" homo_energy_ev=-8.799 total_charge=0
C 2.142 0.588 -7.758 -0.264
C 3.679 1.214 -7.766 -0.637
C 4.374 1.064 -6.271 0.037
C 4.772 -0.520 -5.914 -0.529
C 4.074 -0.815 -4.433 0.447
C 2.831 -1.915 -4.251 -0.669
C 2.148 -2.175 -2.758 0.188
O 1.050 -3.178 -2.728 -0.394
C 2.618 -1.360 -1.381 -0.636
C 3.816 -0.254 -1.579 0.173
C 4.532 -0.015 -3.072 0.042
C 5.776 1.100 -3.167 0.144
O 6.864 0.881 -3.909 -0.539
C 5.541 2.456 -2.217 0.369
C 5.941 3.983 -2.656 0.740
C 6.534 4.758 -1.340 -1.234
C 6.967 4.098 -3.929 -0.134
C 7.207 5.620 -4.492 0.439
C 6.235 5.797 -5.822 -0.803
C 4.897 2.228 -0.861 -0.575
C 4.411 0.711 -0.350 0.139
O 4.476 0.329 0.934 -0.547
H 1.802 0.393 -6.637 -0.252
H 1.337 1.319 -8.215 0.238
H 2.110 -0.417 -8.366 0.219
H 3.548 2.373 -7.999 0.280
H 4.334 0.690 -8.599 0.291
H 5.272 1.803 -6.137 -0.211
H 3.546 1.408 -5.487 0.273
H 5.963 -0.592 -5.872 0.266
H 4.316 -1.158 -6.782 0.387
H 2.446 -2.492 -5.201 0.223
H 1.538 -4.058 -2.830 0.315
H 2.152 -1.530 -0.321 0.528
H 4.944 4.562 -2.968 0.207
H 7.323 4.089 -0.789 0.327
H 5.615 5.064 -0.652 0.224
H 7.071 5.763 -1.636 0.329
H 7.980 3.560 -3.599 0.332
H 6.541 3.414 -4.809 -0.408
H 7.083 6.471 -3.699 -0.330
H 8.322 5.688 -4.903 0.051
H 5.123 5.949 -5.478 0.185
H 6.667 6.662 -6.483 0.270
H 6.325 4.803 -6.476 0.258
H 4.660 3.102 -0.103 0.179
C -1.023 -3.191 0.659 -0.184
Br 0.282 -2.213 -0.403 0.061
Br -1.093 -5.072 0.166 0.017
Br -0.729 -2.953 2.567 0.001
H -2.005 -2.764 0.431 0.095
C -3.870 -0.118 2.368 0.586
Br -4.498 -1.743 1.502 -0.052
Br -2.083 0.373 1.776 0.016
Br -5.130 1.349 2.157 -0.011
H -3.804 -0.331 3.440 -0.500
C -2.549 -8.088 -2.119 -0.272
Br -1.359 -8.390 -0.610 -0.079
Br -2.511 -9.569 -3.379 -0.032
Br -4.360 -7.677 -1.540 0.007
H -2.175 -7.207 -2.650 0.349
C 1.452 -10.487 -4.721 -0.310
Br 3.266 -10.944 -5.253 -0.046
Br 1.384 -8.796 -3.762 0.021
Br 0.226 -10.513 -6.231 -0.016
H 1.118 -11.263 -4.025 0.342
C -7.874 -6.949 -4.131 -0.321
Br -8.039 -7.259 -2.217 -0.073
Br -6.439 -8.004 -4.913 0.033
Br -9.562 -7.223 -5.057 0.014
H -7.604 -5.896 -4.262 0.392
C -5.034 -1.288 6.652 -0.168
Br -5.663 -2.912 5.786 -0.015
Br -3.247 -0.797 6.060 0.017
Br -6.295 0.179 6.441 -0.038
H -4.968 -1.501 7.724 0.188
C -3.168 -3.992 9.045 -0.366
Br -2.610 -4.344 7.215 -0.021
Br -2.366 -2.364 9.746 0.096
Br -5.106 -3.977 9.221 -0.031
H -2.798 -4.820 9.657 0.377
C 9.699 8.991 -5.191 -0.357
Br 10.890 8.688 -3.682 0.034
Br 9.737 7.509 -6.451 -0.036
Br 7.888 9.402 -4.612 0.025
H 10.073 9.872 -5.722 0.352
C 14.739 9.357 -2.546 -0.070
Br 14.579 10.603 -4.031 -0.002
Br 15.902 7.859 -2.979 -0.004
Br 15.289 10.251 -0.908 -0.007
H 13.740 8.945 -2.365 0.056
C -0.078 1.048 10.726 -0.338
Br 0.962 -0.582 10.943 -0.027
Br 1.054 2.630 10.691 -0.054
Br -1.247 0.960 9.173 0.007
H -0.723 1.136 11.607 0.377
C -5.144 -2.763 13.580 0.238
Br -6.403 -4.129 13.005 0.013
Br -3.306 -3.395 13.506 -0.016
Br -5.379 -1.102 12.595 0.004
H -5.365 -2.546 14.630 -0.212
C -4.368 5.650 2.815 -0.346
Br -4.533 5.340 4.728 -0.013
Br -2.933 4.595 2.032 0.014
Br -6.056 5.376 1.888 -0.022
H -4.098 6.703 2.684 0.342
C -13.451 -9.275 -3.989 -0.338
Br -13.611 -8.030 -5.474 -0.016
Br -12.288 -10.774 -4.422 -0.003
Br -12.901 -8.382 -2.351 -0.002
H -14.449 -9.687 -3.808 0.343
C -6.990 -3.010 17.492 -0.316
Br -8.250 -4.376 16.916 -0.028
Br -5.152 -3.642 17.417 -0.049
Br -7.225 -1.349 16.507 0.012
H -7.211 -2.793 18.542 0.352
C -0.924 2.069 -5.530 -0.303
Br 0.324 0.834 -4.693 0.100
Br -2.764 1.457 -5.370 -0.041
Br -0.705 3.883 -4.863 0.012
H -0.686 2.090 -6.598 0.268
C -5.008 -1.342 20.519 0.181
Br -5.463 -2.818 21.702 0.001
Br -6.307 0.102 20.630 -0.003
Br -3.194 -0.708 20.818 -0.029
H -5.047 -1.729 19.495 -0.144
C -4.953 5.137 -4.567 -0.249
Br -4.395 4.785 -6.397 -0.024
Br -4.151 6.764 -3.865 -0.006
Br -6.891 5.151 -4.391 -0.028
H -4.583 4.308 -3.955 0.294
C -8.847 -6.830 -9.455 -0.347
Br -7.598 -8.065 -8.619 0.001
Br -10.686 -7.442 -9.295 -0.007
Br -8.627 -5.016 -8.788 -0.014
H -8.608 -6.809 -10.523 0.347
C 3.837 8.880 -3.475 -0.355
Br 5.086 7.645 -2.639 0.136
Br 1.998 8.268 -3.315 -0.042
Br 4.057 10.694 -2.808 -0.031
H 4.076 8.901 -4.544 0.351



10
Properties=species:S:1:pos:R:3:mulliken_charge:R:1 method="wB97M-V/def2-TZVPD" homo_energy_ev="-6.187 / -9.330" e_above_lowest_kcal_mol=23.7 spin_multiplicity=3 total_charge=0
C -0.367 -0.651 -0.019 0.234
N -1.129 -0.376 1.043 -0.404
N 0.919 0.235 0.042 -0.325
O 0.546 -1.075 -2.380 -0.457
O 0.726 1.467 0.633 -0.391
S -0.591 -1.487 -1.508 0.243
H -1.026 0.552 1.411 0.268
H -1.295 -1.110 1.730 0.210
H 1.330 0.381 -0.870 0.306
H 0.889 2.065 -0.082 0.316



9
Properties=species:S:1:pos:R:3:mulliken_charge:R:1 method="wB97M-V/def2-TZVPD" homo_energy_ev="-8.264 / -8.627" e_above_lowest_kcal_mol=128.8 total_charge=0
N -1.235 -1.325 0.299 -0.419
C -0.686 1.380 -0.243 -0.490
C 0.602 0.887 -0.043 -0.125
C 0.825 -0.478 -0.036 -0.012
N -0.143 -1.399 -0.282 -0.049
H -1.853 -2.022 -0.150 0.247
H -0.806 2.369 0.237 0.175
H 1.496 1.511 0.093 0.324
H 1.799 -0.923 0.125 0.348



84
Properties=species:S:1:pos:R:3:mulliken_charge:R:1 method="wB97M-V/def2-TZVPD" homo_energy_ev=-9.398 total_charge=0 smiles="CCOCB1OB(I)OB(CCCI)O1.CCOC(C)=O.CCOC(C)=O.CCOC(C)=O.CCOC(C)=O"
C 1.626 -6.613 -4.072 -0.723
C 2.457 -5.969 -5.189 -0.348
O 2.223 -4.581 -5.371 -0.452
C 2.583 -3.761 -4.251 -0.392
B 1.308 -2.948 -3.834 0.093
O 1.316 -1.552 -3.759 -0.328
B 0.093 -0.961 -3.572 0.328
I -0.070 0.823 -2.431 -0.005
O -1.034 -1.545 -4.089 -0.527
B -0.983 -2.933 -4.240 0.284
C -2.025 -3.707 -5.107 -0.525
C -3.139 -4.391 -4.286 -0.679
C -2.569 -5.409 -3.314 -0.702
I -4.080 -6.607 -2.415 0.006
O 0.083 -3.547 -3.602 0.138
H 2.253 -7.179 -3.381 0.313
H 0.888 -7.307 -4.476 0.312
H 1.102 -5.855 -3.490 0.091
H 2.204 -6.418 -6.149 0.345
H 3.528 -6.140 -5.031 0.299
H 3.385 -3.090 -4.557 0.015
H 2.993 -4.350 -3.427 0.428
H -1.512 -4.462 -5.709 0.327
H -2.490 -2.996 -5.794 0.270
H -3.736 -3.652 -3.747 0.362
H -3.821 -4.901 -4.971 0.463
H -2.035 -4.945 -2.487 0.326
H -1.886 -6.095 -3.810 0.282
C -1.334 0.660 1.277 -1.192
C -1.913 1.089 2.605 0.169
O -1.469 0.269 3.697 -0.422
C -0.300 0.498 4.330 0.695
C 0.670 1.514 3.767 -0.505
O -0.039 -0.148 5.308 -0.590
H -0.248 0.755 1.260 0.293
H -1.746 1.284 0.483 0.309
H -1.583 -0.382 1.070 0.334
H -1.706 2.140 2.806 -0.034
H -2.996 0.973 2.599 0.392
H 1.386 0.980 3.142 0.257
H 1.208 1.949 4.606 0.328
H 0.215 2.305 3.177 -0.021
C 7.172 -0.833 -0.246 -0.909
C 7.804 -1.476 -1.462 -0.448
O 7.050 -2.600 -1.934 -0.369
C 5.992 -2.475 -2.761 0.707
C 5.431 -1.104 -3.063 -0.912
O 5.487 -3.473 -3.198 -0.515
H 6.192 -0.416 -0.475 0.253
H 7.809 -0.027 0.121 0.344
H 7.051 -1.570 0.547 0.298
H 7.966 -0.759 -2.268 0.379
H 8.775 -1.898 -1.209 0.303
H 4.608 -0.917 -2.372 0.226
H 5.027 -1.123 -4.071 0.304
H 6.145 -0.290 -2.979 0.359
C 0.323 6.603 3.226 -1.034
C 0.491 5.683 2.037 -0.483
O -0.565 4.712 1.952 -0.267
C -1.754 4.973 1.365 0.867
C -2.097 6.378 0.943 -1.262
O -2.533 4.064 1.257 -0.563
H -0.584 7.203 3.147 0.272
H 1.175 7.281 3.295 0.397
H 0.267 6.023 4.147 0.298
H 0.577 6.231 1.099 0.386
H 1.393 5.083 2.143 0.354
H -2.658 6.841 1.756 0.277
H -2.747 6.313 0.075 0.347
H -1.242 7.005 0.710 0.373
C -4.379 3.766 3.943 -0.365
C -3.897 3.316 5.305 -0.434
O -4.761 3.750 6.363 -0.408
C -5.869 3.066 6.726 0.683
C -6.338 1.901 5.886 -0.818
O -6.479 3.440 7.689 -0.565
H -5.345 3.328 3.689 0.218
H -3.660 3.478 3.177 -0.114
H -4.490 4.851 3.922 0.314
H -3.746 2.236 5.350 0.368
H -2.939 3.778 5.540 0.304
H -7.085 2.273 5.185 0.241
H -6.819 1.189 6.551 0.314
H -5.556 1.397 5.325 0.264



112
Properties=species:S:1:pos:R:3:mulliken_charge:R:1 method="wB97M-V/def2-TZVPD" homo_energy_ev=-10.199 total_charge=+1
N -0.738 1.645 4.072 -0.567
C -1.485 0.833 3.073 -0.544
C -0.679 -0.508 2.803 0.679
C -1.312 -1.172 1.568 -0.900
C -0.450 -2.393 0.961 -1.451
C 1.103 -2.241 1.001 0.122
C 1.650 -1.119 0.306 0.231
C 0.829 -0.087 -0.497 1.562
F -0.221 -0.608 -1.193 -0.347
F 0.430 0.877 0.408 -0.249
C 1.675 0.679 -1.548 -0.609
C 1.911 2.064 -1.444 -0.390
C 2.668 2.649 -2.474 -0.917
C 3.176 1.898 -3.546 -0.869
C 2.914 0.528 -3.641 0.120
C 3.396 -0.354 -4.784 0.877
F 2.379 -1.158 -5.206 -0.274
F 3.791 0.359 -5.846 -0.226
F 4.400 -1.169 -4.370 -0.258
C 2.159 -0.070 -2.617 -0.092
C 3.032 -0.885 0.323 -0.484
C 3.884 -1.801 0.995 -1.047
C 3.349 -2.883 1.652 0.817
P 4.614 -3.930 2.503 0.601
O 6.056 -3.165 2.454 -0.527
O 4.325 -4.054 4.075 -0.493
S 4.903 -5.627 1.619 -0.307
N 1.967 -3.116 1.646 0.542
P 1.215 -4.510 2.431 0.822
O 0.325 -3.980 3.452 -0.643
O 0.413 -5.287 1.243 -0.534
O 2.151 -5.595 3.094 -0.346
H -1.290 2.437 4.395 0.262
H 0.034 2.053 3.548 0.179
H -2.543 0.644 3.348 0.257
H -1.489 1.409 2.118 0.210
H -0.846 -1.178 3.663 0.633
H 0.370 -0.207 2.653 -0.743
H -2.270 -1.610 1.910 0.612
H -1.600 -0.459 0.778 0.277
H -0.695 -2.541 -0.110 0.606
H -0.849 -3.272 1.477 0.540
H 1.509 2.635 -0.606 0.592
H 2.859 3.726 -2.404 0.497
H 3.749 2.403 -4.328 0.516
H 1.958 -1.149 -2.687 0.384
H 3.513 -0.028 -0.154 0.479
H 4.960 -1.611 0.989 0.050
H 6.309 -3.020 1.529 0.390
H 4.213 -5.000 4.278 0.399
H 0.846 -5.031 0.409 0.420
H 2.277 -6.351 2.466 0.343
C 4.457 0.180 4.003 -1.156
S 2.715 -0.192 4.282 0.865
O 1.930 0.897 3.666 -0.673
C 2.776 0.087 6.054 -1.250
H 4.656 0.108 2.935 0.216
H 4.679 1.190 4.347 0.461
H 5.074 -0.545 4.536 0.395
H 3.120 1.101 6.256 0.392
H 3.448 -0.639 6.512 0.399
H 1.772 -0.044 6.455 0.344
C 3.541 -10.441 1.570 -0.962
S 2.015 -9.594 1.993 0.415
O 2.257 -8.131 1.803 -0.712
C 2.088 -9.922 3.757 -0.952
H 3.710 -10.326 0.501 0.319
H 4.374 -10.004 2.120 0.298
H 3.444 -11.500 1.809 0.406
H 3.012 -9.517 4.172 0.300
H 2.036 -10.997 3.928 0.397
H 1.234 -9.440 4.231 0.334
C 0.945 4.955 -4.918 -0.995
S 1.837 4.442 -6.390 0.425
O 3.038 3.678 -5.939 -0.586
C 2.394 6.084 -6.861 -1.009
H 0.540 4.065 -4.435 0.313
H 1.621 5.464 -4.231 0.352
H 0.129 5.617 -5.199 0.451
H 2.981 6.522 -6.053 0.311
H 1.530 6.711 -7.083 0.385
H 3.013 5.993 -7.753 0.342
C -2.161 5.863 -1.145 -1.059
S -1.666 5.710 -2.868 0.640
O -0.704 6.810 -3.153 -0.624
C -3.250 6.187 -3.569 -0.820
H -1.297 5.644 -0.520 0.333
H -2.504 6.879 -0.947 0.338
H -2.955 5.148 -0.929 0.367
H -3.526 7.182 -3.220 0.378
H -4.011 5.462 -3.278 0.125
H -3.160 6.196 -4.654 0.338
C -5.995 -1.011 4.859 -1.009
S -5.502 -1.152 3.135 0.539
O -4.627 0.015 2.828 -0.611
C -7.123 -0.803 2.440 -1.031
H -5.113 -1.157 5.479 0.311
H -6.412 -0.021 5.045 0.324
H -6.732 -1.781 5.090 0.396
H -7.469 0.174 2.779 0.318
H -7.825 -1.580 2.747 0.391
H -7.037 -0.802 1.355 0.325
C -7.257 4.910 -4.050 -0.886
S -6.754 4.756 -5.772 0.500
O -5.788 5.851 -6.052 -0.589
C -8.338 5.240 -6.473 -0.947
H -6.397 4.687 -3.422 0.226
H -7.598 5.927 -3.853 0.299
H -8.054 4.196 -3.839 0.402
H -8.610 6.235 -6.121 0.312
H -9.100 4.516 -6.183 0.365
H -8.243 5.250 -7.557 0.318



11
Properties=species:S:1:pos:R:3:mulliken_charge:R:1 method="wB97M-V/def2-TZVPD" homo_energy_ev=-15.613 e_above_lowest_kcal_mol=0.0 total_charge=+2
H 1.022 1.718 -0.825 0.362
O -1.692 1.110 2.964 -0.269
C -1.741 0.918 1.823 0.704
C -1.821 0.763 0.511 -0.812
C 0.035 1.236 -0.802 0.382
C -1.175 1.984 -0.552 -0.633
H -2.654 0.176 0.122 0.424
H -1.858 1.988 -1.407 0.298
H -0.953 2.928 -0.040 0.388
O -0.008 0.011 -0.425 -0.591
Ca 1.090 -1.723 -0.874 1.748



17
Properties=species:S:1:pos:R:3:mulliken_charge:R:1 method="wB97M-V/def2-TZVPD" homo_energy_ev=-4.024 e_above_lowest_kcal_mol=14.5 total_charge=-1
C 0.340 0.383 0.739 -0.179
O -0.048 -0.234 -0.416 -0.930
C 1.078 -0.617 1.749 -1.308
H -0.536 0.757 1.321 0.280
H 1.047 1.200 0.481 0.204
H 1.520 -0.042 2.574 0.384
H 1.915 -0.993 1.128 0.278
H 0.476 -1.477 2.005 0.329
H -0.255 -0.401 -3.426 0.250
H -0.498 0.051 -1.961 0.515
O -0.724 0.267 -2.914 -0.713
H -1.084 2.155 -0.882 0.344
H -0.169 3.096 -0.170 0.323
O -0.934 3.112 -0.769 -0.683
H -1.303 -2.472 0.680 0.274
H -0.151 -1.984 -0.181 0.329
O -0.676 -2.800 0.042 -0.696



77
Properties=species:S:1:pos:R:3:mulliken_charge:R:1 method="wB97M-V/def2-TZVPD" homo_energy_ev=-9.036 e_above_lowest_kcal_mol=0.0 total_charge=0 smiles="CCOC[C@@H](N)CC(=O)c1ccccc1.CC(N)=O.CC(N)=O.CC(N)=O.CC(N)=O.CC(N)=O"
C 6.975 0.671 0.651 -1.382
C 5.862 -0.300 1.009 0.125
O 5.222 -0.821 -0.156 -0.359
C 4.134 -1.637 0.226 -1.124
C 2.786 -0.919 0.034 0.036
N 2.659 -0.602 -1.381 -0.396
C 1.664 -1.866 0.590 -0.866
C 0.817 -1.188 1.673 -0.085
O 1.173 -1.111 2.835 -0.582
C -0.525 -0.648 1.194 0.695
C -1.710 -1.114 1.690 -0.539
C -2.907 -0.633 1.208 -0.619
C -2.861 0.320 0.228 -0.710
C -1.674 0.800 -0.256 -1.049
C -0.482 0.323 0.223 -0.035
H 7.169 1.266 1.549 0.370
H 6.615 1.373 -0.104 0.364
H 7.888 0.173 0.321 0.313
H 6.181 -1.095 1.692 0.232
H 5.093 0.274 1.557 0.220
H 4.214 -2.001 1.255 0.427
H 4.117 -2.496 -0.459 0.359
H 2.734 0.010 0.610 0.477
H 2.114 0.227 -1.561 0.268
H 2.356 -1.391 -1.936 0.245
H 2.055 -2.825 0.941 0.528
H 1.008 -2.095 -0.255 0.446
H -1.697 -1.891 2.448 0.423
H -3.857 -1.013 1.583 0.495
H -3.789 0.705 -0.187 0.916
H -1.673 1.552 -1.039 0.438
H 0.461 0.699 -0.150 0.373
C 2.310 -0.265 -5.419 -0.568
C 3.802 -0.186 -5.647 0.585
N 4.575 -0.287 -4.536 -0.273
O 4.287 -0.041 -6.754 -0.632
H 1.911 -1.108 -5.979 0.243
H 1.849 0.654 -5.775 0.246
H 2.063 -0.395 -4.365 0.060
H 4.203 -0.408 -3.609 0.157
H 5.572 -0.238 -4.656 0.179
C -8.173 0.568 2.390 -1.049
C -6.683 0.411 2.206 0.800
N -6.011 1.530 1.859 -0.157
O -6.115 -0.661 2.359 -0.648
H -8.435 0.289 3.409 0.280
H -8.687 -0.091 1.692 0.264
H -8.500 1.592 2.212 0.298
H -6.449 2.430 1.723 0.268
H -5.016 1.454 1.732 0.095
C 8.072 -3.931 4.191 -0.957
C 7.369 -2.617 3.954 0.683
N 7.945 -1.521 4.516 -0.362
O 6.345 -2.528 3.302 -0.664
H 8.352 -4.360 3.230 0.242
H 7.391 -4.608 4.703 0.261
H 8.970 -3.813 4.797 0.341
H 8.787 -1.557 5.059 0.181
H 7.496 -0.633 4.374 0.223
C -4.315 -1.562 -2.646 -0.561
C -5.613 -1.032 -3.203 0.512
N -5.990 -1.528 -4.415 -0.373
O -6.291 -0.211 -2.618 -0.623
H -4.509 -2.041 -1.688 0.201
H -3.629 -0.730 -2.500 0.104
H -3.847 -2.288 -3.312 0.327
H -5.455 -2.205 -4.924 0.191
H -6.852 -1.191 -4.809 0.232
C -4.714 5.443 0.194 -0.787
C -6.105 5.217 0.729 0.617
N -7.070 6.042 0.256 -0.388
O -6.361 4.344 1.541 -0.733
H -4.374 4.534 -0.300 0.175
H -4.049 5.672 1.025 0.259
H -4.677 6.264 -0.521 0.334
H -6.895 6.769 -0.411 0.182
H -8.007 5.911 0.598 0.232